Here is a single C20H25N4O2P molecule in a non-equilibrium geometry from the Open Molecules 2025 dataset. Energies are from ωB97M-V/def2-TZVPD.

Each line ends with the Mulliken charge.
CARTESIAN COORDINATES (ANGSTROEM)
C: -2.2736 1.6382 2.2243  -1.38
C: -1.1416 0.7265 1.5404  0.59
C: 0.2214 1.4829 1.7400  -1.52
C: 1.4765 0.7154 1.2232  0.05
C: 2.1741 -0.2532 2.0813  0.82
C: 1.6822 -0.5395 3.5574  -0.04
C: 2.1868 -1.9758 3.9676  -0.67
N: 1.5045 -2.5456 5.1599  -0.67
C: 3.3927 -0.9413 1.5361  -0.42
C: 3.8477 -0.6440 0.1899  -0.62
C: 3.1654 0.3527 -0.7121  0.24
N: 3.7369 0.5674 -1.9627  -0.66
C: 3.0208 1.5214 -2.6191  -0.27
C: 1.7883 2.2093 -2.1224  0.09
P: 0.9105 3.5174 -3.1688  0.07
N: 1.8238 3.8039 -4.6358  -0.63
O: -0.5394 2.7628 -3.6439  -0.48
N: 1.2459 1.9651 -0.8981  -0.06
C: 1.9695 1.0275 -0.1721  0.09
O: -1.4273 0.4044 0.1734  -0.20
C: -2.7754 -0.0150 -0.0240  -0.51
C: -2.9306 -1.0302 -1.2161  0.30
C: -1.8332 -1.5224 -2.0473  -0.32
C: -2.1735 -2.5144 -3.1043  -0.45
C: -3.5454 -3.0052 -3.3284  -0.38
C: -4.6722 -2.4758 -2.5041  -0.56
C: -4.3198 -1.5031 -1.4709  -0.35
H: -3.2000 1.0446 2.4490  0.35
H: -2.4472 2.5098 1.5417  0.32
H: -1.8470 1.9388 3.2267  0.42
H: -1.1052 -0.2492 2.1127  0.19
H: 0.3503 1.6353 2.8525  0.47
H: 0.1643 2.5183 1.2876  0.47
H: 0.5610 -0.5304 3.6448  0.20
H: 2.1131 0.2602 4.2349  0.17
H: 3.3074 -2.0088 4.1233  0.22
H: 1.9958 -2.6802 3.0965  0.43
H: 0.5065 -2.3161 5.0971  0.25
H: 1.5447 -3.5618 5.0413  0.28
H: 4.0142 -1.6798 2.1087  0.13
H: 4.7770 -1.1526 -0.1879  0.38
H: 3.3934 1.8198 -3.6393  0.47
H: 1.2271 3.4566 -5.4032  0.27
H: 1.8409 4.8218 -4.7556  0.31
H: -0.3816 1.8369 -3.9115  0.33
H: -3.3669 0.9032 -0.3243  0.30
H: -3.2290 -0.5296 0.8785  0.35
H: -0.7849 -1.1685 -1.8865  0.41
H: -1.3218 -2.9019 -3.7264  0.32
H: -3.7344 -3.7777 -4.1211  0.31
H: -5.7306 -2.8165 -2.6619  0.33
H: -5.1621 -1.1014 -0.8409  0.27

Summary:
Molecular weight ... 384.4 g mol⁻¹
Total energy ... -1487.856223 Ha

---

Here is C4H5LiNaO5 as an isolated structure in a non-equilibrium geometry from the Open Molecules 2025 dataset. Energies are from ωB97M-V/def2-TZVPD.

Each line ends with the Mulliken spin population.
CARTESIAN COORDINATES (ANGSTROEM)
O: -2.2364 -0.1512 0.5997  0.01
C: -1.3202 -0.2186 -0.3279  -0.09
C: -2.7439 1.1944 0.6779  0.02
O: -0.6111 -1.1935 -0.5125  -0.39
O: -1.2324 0.8573 -1.0632  -0.06
C: -2.0717 1.8900 -0.5153  0.00
H: -2.4471 1.6140 1.6440  0.00
H: -3.8342 1.1539 0.6020  0.00
H: -1.4309 2.7271 -0.2214  0.00
H: -2.7763 2.2017 -1.2921  0.00
O: 2.7542 0.4175 -0.7230  0.01
C: 2.3084 1.3896 -0.0643  0.00
O: 1.4416 1.2520 0.8358  0.00
Na: 1.7335 -1.1570 0.7878  0.28
Li: -0.4003 -3.0408 -0.2611  1.22
H: 2.5605 2.4185 -0.4021  0.00

Summary:
ΔE to the lowest compared entry with this formula, charge and spin ... 0.0 kJ/mol
Molecular weight ... 163.0 g mol⁻¹
Multiplicity ... 2

---

Here is C43H72Br48NO2 as an isolated structure in a non-equilibrium geometry from the Open Molecules 2025 dataset. Energies are from ωB97M-V/def2-TZVPD.

Each line ends with the Mulliken charge.
CARTESIAN COORDINATES (ANGSTROEM)
C: -3.8304 6.1312 -1.1909  -0.78
C: -3.6036 7.3573 -2.2658  0.06
C: -2.5679 8.5257 -1.7660  -0.61
C: -1.0518 7.9875 -1.3991  -0.64
C: -0.4922 6.8114 -2.4007  0.27
C: 0.0394 7.4015 -3.8704  -0.57
C: 0.0668 6.1785 -4.9995  -0.03
C: -1.3067 6.2730 -5.9059  -0.60
C: -1.9540 4.8181 -6.3032  -0.86
C: -2.4025 3.9450 -4.9808  0.43
C: -3.8073 3.1589 -5.4034  -0.75
C: -4.3489 2.1182 -4.2577  -0.52
C: -3.4802 0.7342 -4.1175  -0.27
C: -4.4328 -0.3370 -3.2601  -0.62
C: -3.5790 -1.5326 -2.5326  -0.62
C: -3.3123 -1.2774 -0.9110  -0.23
C: -2.0947 -2.2632 -0.3812  -0.20
C: -1.8148 -2.1742 1.2369  -0.22
N: -1.8110 -0.7685 1.7950  1.20
C: -3.1945 -0.4335 2.3912  -1.14
C: -3.0576 0.0859 3.9726  -0.60
C: -1.5015 -0.3696 4.2249  -0.66
C: -0.7431 -0.3341 2.7735  -0.06
C: -0.5413 1.3054 2.5524  -0.66
C: 0.4399 1.6850 1.2951  -0.73
O: 0.6392 -0.8109 2.6349  -0.31
C: 0.9829 -1.8502 3.6162  -0.21
C: 1.6968 -1.2180 4.9904  0.28
C: 3.2367 -1.7309 5.2187  -0.81
O: 1.7288 0.2588 4.7636  -0.53
H: -2.9645 5.3328 -1.3084  0.08
H: -3.9928 6.4818 -0.0802  0.30
H: -4.8338 5.5621 -1.4960  0.26
H: -3.2036 6.9072 -3.2734  -0.25
H: -4.6801 7.8439 -2.4340  0.38
H: -2.5703 9.4113 -2.5559  0.29
H: -3.0188 8.9853 -0.7659  0.33
H: -0.3180 8.9242 -1.4679  0.28
H: -0.9541 7.5818 -0.2844  0.28
H: 0.4789 6.3599 -1.8795  0.13
H: -1.2337 5.8951 -2.5302  -0.27
H: -0.6125 8.3126 -4.2471  0.26
H: 1.1748 7.7110 -3.6741  0.20
H: 1.0550 6.3293 -5.6313  0.35
H: 0.1534 5.1648 -4.3773  -0.14
H: -1.0366 6.8491 -6.8997  0.31
H: -2.0779 6.9131 -5.2739  0.20
H: -2.9513 5.0372 -6.9150  0.35
H: -1.2669 4.1993 -7.0548  0.24
H: -2.5891 4.7187 -4.1005  -0.25
H: -1.6304 3.1267 -4.6575  0.17
H: -4.6251 4.0249 -5.4810  0.35
H: -3.7235 2.7024 -6.4830  0.30
H: -5.4624 1.8267 -4.4754  0.33
H: -4.2843 2.6977 -3.2221  0.10
H: -3.1687 0.2473 -5.1537  0.26
H: -2.4608 0.8860 -3.5256  0.13
H: -5.2002 -0.7845 -4.0549  0.35
H: -5.1003 0.2136 -2.4448  0.22
H: -2.5291 -1.6308 -3.0444  0.33
H: -4.1818 -2.5473 -2.6722  0.26
H: -2.9904 -0.1557 -0.7969  0.16
H: -4.3176 -1.4100 -0.3233  0.11
H: -2.4472 -3.3779 -0.6114  -0.19
H: -1.0895 -2.0875 -0.9929  0.29
H: -0.7704 -2.7077 1.4245  0.07
H: -2.6107 -2.8618 1.8014  0.24
H: -1.7359 -0.0428 1.0318  0.18
H: -3.9643 -1.3109 2.5199  0.37
H: -3.7109 0.3692 1.6750  0.30
H: -3.2294 1.2434 3.9248  0.41
H: -3.7809 -0.5009 4.7148  0.56
H: -0.9542 0.3818 4.9504  0.39
H: -1.5535 -1.4038 4.8095  0.30
H: -0.0778 1.8351 3.5099  0.34
H: -1.5837 1.8437 2.3440  0.25
H: -0.0644 1.4159 0.2469  0.16
H: 0.5179 2.8762 1.2860  0.36
H: 1.5418 1.2974 1.3870  0.12
H: 0.1205 -2.6086 3.8595  0.18
H: 1.8478 -2.5028 3.1144  0.20
H: 1.0135 -1.3994 5.9383  0.26
H: 3.8359 -0.8526 5.7591  0.32
H: 3.2144 -2.6828 5.9360  -0.13
H: 3.8053 -1.9449 4.2168  0.36
H: 2.6236 0.3970 4.2893  0.32
C: 3.2080 2.9485 -1.5070  -0.41
Br: 4.4931 3.6563 -2.7844  -0.05
Br: 1.3825 3.0858 -2.1652  0.06
Br: 3.6484 1.1321 -0.9680  -0.04
H: 3.2722 3.5728 -0.6098  0.42
C: -7.1414 -0.3762 3.4711  -0.47
Br: -5.3038 0.2543 3.3714  0.09
Br: -7.3323 -2.1686 2.7395  -0.02
Br: -7.8523 -0.2522 5.2775  -0.02
H: -7.7426 0.2906 2.8443  0.41
C: -7.3363 -6.2037 1.0448  -0.38
Br: -6.0511 -5.4960 -0.2326  0.08
Br: -9.1617 -6.0664 0.3867  0.06
Br: -6.8959 -8.0202 1.5839  -0.04
H: -7.2721 -5.5794 1.9421  0.33
C: 4.0764 -5.7516 6.6241  0.51
Br: 4.4573 -5.2218 4.7915  0.08
Br: 5.5464 -5.3200 7.8228  -0.07
Br: 2.3891 -5.0168 7.2542  -0.06
H: 3.9713 -6.8415 6.6264  -0.54
C: 8.0312 5.4004 -3.7244  -0.11
Br: 8.5602 7.2663 -3.5733  0.01
Br: 8.0262 4.7969 -5.5737  0.13
Br: 9.1115 4.2475 -2.5896  -0.02
H: 7.0002 5.3302 -3.3623  0.02
C: 8.7237 -5.0488 5.3175  0.33
Br: 9.2527 -3.1829 5.4686  -0.02
Br: 8.7187 -5.6523 3.4682  0.00
Br: 9.8040 -6.2017 6.4522  0.00
H: 7.6926 -5.1190 5.6795  -0.33
C: 6.4307 10.4997 -5.3321  -0.34
Br: 5.4374 12.1008 -5.8159  -0.04
Br: 5.2688 9.1186 -4.6064  0.01
Br: 7.5036 9.8381 -6.8137  0.02
H: 7.1262 10.7836 -4.5354  0.34
C: -2.2268 -6.5777 -0.3316  -0.18
Br: -0.3892 -5.9471 -0.4313  -0.08
Br: -2.4178 -8.3700 -1.0632  -0.02
Br: -2.9377 -6.4537 1.4748  0.00
H: -2.8280 -5.9108 -0.9584  0.20
C: 3.7520 -7.4421 11.3024  -0.33
Br: 2.5297 -7.7814 9.8276  0.00
Br: 5.3634 -8.5238 11.1705  -0.02
Br: 4.1634 -5.5492 11.4807  -0.04
H: 3.2375 -7.7454 12.2202  0.37
C: 5.4896 -10.5823 7.2789  -0.35
Br: 6.7080 -11.1948 5.8916  -0.03
Br: 5.4510 -8.6413 7.4029  0.21
Br: 3.7070 -11.3291 7.0581  -0.05
H: 5.8771 -10.9559 8.2324  0.36
C: 0.1839 -7.4612 4.9391  -0.39
Br: 0.6020 -6.5028 3.2987  0.10
Br: -1.3570 -8.6287 4.7226  -0.05
Br: 1.7280 -8.4213 5.6302  0.03
H: -0.0871 -6.7098 5.6881  0.36
C: -13.3056 -6.4769 1.7527  -0.35
Br: -12.7766 -4.6110 1.9037  -0.01
Br: -13.3106 -7.0804 -0.0966  -0.01
Br: -12.2253 -7.6297 2.8874  0.00
H: -14.3366 -6.5471 2.1147  0.37
C: 7.9258 4.0984 -9.8583  -0.28
Br: 8.6916 5.8532 -9.5141  0.01
Br: 8.2683 3.5035 -11.6784  -0.04
Br: 8.5067 2.7851 -8.5461  -0.07
H: 6.8403 4.1971 -9.7530  0.37
C: 11.8938 5.4576 -7.4001  0.19
Br: 12.9397 3.9253 -7.9852  -0.01
Br: 12.1813 5.8539 -5.5174  -0.01
Br: 12.2020 7.0158 -8.5230  -0.02
H: 10.8389 5.1862 -7.5122  -0.17
C: 6.7100 -7.5151 0.4525  -0.05
Br: 7.3768 -9.2865 0.0034  -0.01
Br: 6.2685 -6.4835 -1.1365  -0.02
Br: 5.2192 -7.5975 1.6993  0.06
H: 7.5233 -6.9868 0.9609  -0.02
C: -8.9084 -2.5426 -1.3201  0.16
Br: -7.6900 -3.1551 -2.7074  -0.01
Br: -8.9470 -0.6016 -1.1961  -0.05
Br: -10.6909 -3.2894 -1.5409  -0.02
H: -8.5209 -2.9163 -0.3666  -0.12

Summary:
Molecular weight ... 4470.4 g mol⁻¹
Total energy ... -125438.591253 Ha
Net charge ... +1

---

- Among the records above, which one has the highest molecular weight?
  C43H72Br48NO2

---

- Which value of molecular weight does entry 1 give?
  384.4 g mol⁻¹

---

Copy entry 2 word for word.
Here is C4H5LiNaO5 as an isolated structure in a non-equilibrium geometry from the Open Molecules 2025 dataset. Energies are from ωB97M-V/def2-TZVPD.

Each line ends with the Mulliken spin population.
CARTESIAN COORDINATES (ANGSTROEM)
O: -2.2364 -0.1512 0.5997  0.01
C: -1.3202 -0.2186 -0.3279  -0.09
C: -2.7439 1.1944 0.6779  0.02
O: -0.6111 -1.1935 -0.5125  -0.39
O: -1.2324 0.8573 -1.0632  -0.06
C: -2.0717 1.8900 -0.5153  0.00
H: -2.4471 1.6140 1.6440  0.00
H: -3.8342 1.1539 0.6020  0.00
H: -1.4309 2.7271 -0.2214  0.00
H: -2.7763 2.2017 -1.2921  0.00
O: 2.7542 0.4175 -0.7230  0.01
C: 2.3084 1.3896 -0.0643  0.00
O: 1.4416 1.2520 0.8358  0.00
Na: 1.7335 -1.1570 0.7878  0.28
Li: -0.4003 -3.0408 -0.2611  1.22
H: 2.5605 2.4185 -0.4021  0.00

Summary:
ΔE to the lowest compared entry with this formula, charge and spin ... 0.0 kJ/mol
Molecular weight ... 163.0 g mol⁻¹
Multiplicity ... 2

---

- Among the records above, which one has the highest molecular weight?
  C43H72Br48NO2